(1)
{"formula": "C4H9O3S", "method": "ωB97M-V with the def2-TZVPD basis set", "species": ["O", "C", "O", "C", "C", "C", "S", "H", "H", "H", "H", "H", "H", "H", "H", "H", "O"], "coordinates": [[0.960, -1.989, -0.237], [-0.169, -1.640, 0.205], [-0.306, -1.341, 1.588], [-0.690, -0.234, -0.529], [0.408, 0.782, -0.271], [1.616, 0.624, -1.151], [2.586, 2.105, -1.004], [-0.709, -0.388, -1.612], [-1.617, 0.053, -0.020], [0.679, 0.782, 0.781], [-0.061, 1.769, -0.442], [1.339, 0.682, -2.223], [2.223, -0.238, -0.914], [-0.958, -2.406, 0.046], [-2.507, 1.341, 2.131], [-0.975, -0.604, 1.724], [-1.819, 0.702, 1.927]], "charge": -1, "e_tot_ha": -781.5380, "e_homo_ev": -3.897, "homo_lumo_gap_ev": 3.486, "de_lowest_kcal_mol": 168.0}


(2)
{"formula": "C4H9O3Sm", "method": "ωB97M-V with the def2-TZVPD basis set", "species": ["O", "C", "C", "C", "C", "O", "H", "H", "H", "H", "H", "H", "H", "H", "Sm", "O", "H"], "coordinates": [[1.190, 0.473, -0.420], [-0.194, 0.526, -0.396], [-0.810, -0.807, 0.021], [-2.339, -0.802, -0.052], [-2.978, 0.148, 0.917], [-3.902, 0.886, 0.657], [4.823, -0.068, 0.673], [-0.614, 0.809, -1.383], [-0.543, 1.308, 0.311], [-0.480, -1.053, 1.043], [-0.428, -1.604, -0.634], [-2.702, -0.583, -1.066], [-2.568, 0.113, 1.954], [-2.715, -1.804, 0.224], [3.302, 1.437, -1.416], [5.006, 0.473, -0.136], [5.953, 0.548, -0.298]], "charge": 1, "multiplicity": 7, "e_tot_ha": -1041.2087, "e_homo_ev": [-11.333, -11.335], "homo_lumo_gap_ev": [6.067, 6.122], "de_lowest_kcal_mol": 46.8}


(3)
{"formula": "C4H9O4", "method": "ωB97M-V with the def2-TZVPD basis set", "species": ["C", "O", "C", "C", "C", "O", "O", "H", "H", "H", "H", "H", "H", "H", "H", "H", "O"], "coordinates": [[0.308, -1.659, -0.396], [1.226, -1.217, 0.473], [-0.929, -0.500, -0.697], [-0.320, 0.784, -0.647], [-1.146, 1.789, -0.040], [-0.441, 3.043, -0.149], [-2.271, 1.728, 0.292], [0.930, -1.853, -1.262], [-0.063, -2.507, 0.119], [-1.517, -0.782, 0.213], [-1.593, -0.645, -1.555], [0.820, 0.662, -0.301], [0.075, 1.094, -1.599], [-0.786, 3.746, 0.332], [1.971, -2.345, 0.829], [2.759, -3.083, 1.824], [2.727, -3.149, 0.894]], "charge": -1, "e_tot_ha": -458.7420, "e_homo_ev": -3.547, "homo_lumo_gap_ev": 6.826, "de_lowest_kcal_mol": 78.8}


(4)
{"formula": "C4H9O4", "method": "ωB97M-V with the def2-TZVPD basis set", "species": ["O", "C", "O", "C", "C", "C", "O", "H", "H", "H", "H", "H", "H", "H", "H", "H", "O"], "coordinates": [[1.101, 1.403, 1.443], [0.880, 0.668, 0.431], [1.756, 0.087, -0.277], [-0.465, 0.640, -0.025], [-0.932, -0.824, -0.211], [-2.390, -0.777, -0.665], [-0.193, -1.357, -1.288], [-1.140, 1.188, 0.648], [-0.617, 1.028, -1.037], [-0.781, -1.577, 0.695], [-2.985, 0.088, -0.369], [-2.966, -1.640, -0.440], [-2.474, -0.567, -1.835], [0.724, -0.970, -1.219], [3.401, 0.799, 0.547], [3.267, 1.041, 2.138], [3.815, 0.770, 1.465]], "charge": -1, "e_tot_ha": -458.8273, "e_homo_ev": -4.747, "homo_lumo_gap_ev": 8.588, "de_lowest_kcal_mol": 25.2}


(5)
{"formula": "C4H9O4", "method": "ωB97M-V with the def2-TZVPD basis set", "species": ["C", "O", "C", "C", "C", "O", "O", "H", "H", "H", "H", "H", "H", "H", "H", "H", "O"], "coordinates": [[0.119, -1.653, -0.080], [0.715, -1.988, -1.228], [-0.649, -0.280, -0.039], [-0.376, 0.685, 1.119], [-1.375, 1.823, 0.965], [-0.746, 2.893, 0.379], [-2.470, 2.047, 1.440], [-0.787, -2.273, 0.216], [0.874, -1.765, 0.760], [-1.728, -0.483, -0.092], [-0.519, 0.294, -0.980], [-0.323, 0.370, 2.170], [0.575, 1.196, 0.908], [-1.237, 3.694, 0.551], [2.538, -1.610, -2.783], [2.375, -1.667, -1.302], [3.014, -1.284, -2.004]], "charge": -1, "e_tot_ha": -458.7749, "e_homo_ev": -3.131, "homo_lumo_gap_ev": 6.247, "de_lowest_kcal_mol": 58.1}


(6)
{"formula": "C4H9O4", "method": "ωB97M-V with the def2-TZVPD basis set", "species": ["O", "C", "O", "C", "C", "C", "O", "H", "H", "H", "H", "H", "H", "H", "H", "H", "O"], "coordinates": [[0.589, 1.057, 1.218], [1.028, -0.003, 0.692], [2.099, -0.567, 1.034], [0.266, -0.582, -0.506], [-0.950, 0.220, -0.917], [-1.778, -0.312, -2.105], [-1.853, 0.412, 0.148], [1.001, -0.630, -1.305], [-0.010, -1.600, -0.206], [-0.608, 1.194, -1.287], [-2.485, -1.055, -1.731], [-1.139, -0.732, -2.880], [-2.315, 0.556, -2.483], [-1.297, 0.599, 0.924], [2.480, -0.145, 2.705], [2.316, 1.209, 3.171], [2.655, 0.378, 3.528]], "charge": -1, "e_tot_ha": -458.8659, "e_homo_ev": -5.049, "homo_lumo_gap_ev": 8.873, "de_lowest_kcal_mol": 1.0}


(7)
{"formula": "C4H9O5S2", "method": "ωB97M-V with the def2-TZVPD basis set", "species": ["C", "C", "C", "C", "O", "O", "O", "O", "O", "S", "S", "H", "H", "H", "H", "H", "H", "H", "H", "H"], "coordinates": [[1.517, -0.437, -0.719], [0.453, 1.706, 0.068], [-1.870, -0.246, -1.506], [0.478, 0.212, 0.214], [0.161, 0.905, 2.730], [-1.038, -2.309, -0.314], [-2.280, -0.646, 1.070], [2.192, -0.367, 2.228], [-0.014, -1.452, 2.209], [-1.276, -0.914, 0.135], [0.723, -0.237, 2.017], [2.301, -0.456, -0.013], [1.372, -1.449, -1.022], [1.615, 0.222, -1.501], [0.419, 1.912, -1.084], [1.343, 2.093, 0.421], [-0.328, 2.015, 0.714], [-2.412, 0.734, -1.347], [-0.988, -0.185, -2.182], [-2.368, -1.099, -2.117]], "charge": -1, "e_tot_ha": -1330.3791, "e_homo_ev": -5.439, "homo_lumo_gap_ev": 8.576, "de_lowest_kcal_mol": 40.2}


(8)
{"formula": "C4H9OP", "method": "ωB97M-V with the def2-TZVPD basis set", "species": ["C", "C", "C", "C", "O", "P", "H", "H", "H", "H", "H", "H", "H", "H", "H"], "coordinates": [[-1.200, -0.589, 0.041], [0.552, 0.320, -1.422], [0.688, 0.724, 1.100], [0.241, -0.226, 0.000], [0.943, -1.431, 0.297], [-2.460, 0.275, 0.887], [-1.419, -1.498, -0.564], [1.562, 0.249, -1.810], [0.435, 1.412, -1.739], [-0.018, -0.266, -2.204], [1.720, 0.879, 1.111], [0.546, 0.249, 1.972], [0.217, 1.672, 1.229], [1.803, -1.164, 0.735], [-3.609, -0.608, 0.365]], "e_tot_ha": -574.3134, "e_homo_ev": -9.320, "smiles": "[H]/P=C/C(C)(C)O", "homo_lumo_gap_ev": 9.469, "de_lowest_kcal_mol": 40.8}


(9)
{"formula": "C4H9OP", "method": "ωB97M-V with the def2-TZVPD basis set", "species": ["C", "C", "C", "C", "O", "P", "H", "H", "H", "H", "H", "H", "H", "H", "H"], "coordinates": [[0.172, -1.121, 0.377], [0.385, 0.328, 0.268], [-0.348, -0.390, -0.858], [1.788, 0.803, 0.060], [-1.735, -0.074, -0.937], [-2.618, 0.352, 0.368], [1.077, -1.747, 0.223], [-0.500, -1.405, 1.194], [-0.298, 1.077, 0.809], [0.094, -0.800, -1.847], [2.114, -0.039, -0.537], [2.494, 1.105, 0.878], [1.799, 1.746, -0.721], [-3.510, 1.167, -0.391], [-3.454, -0.764, 0.236]], "e_tot_ha": -574.3044, "e_homo_ev": -9.064, "smiles": "C[C@@H]1C[C@H]1OP", "homo_lumo_gap_ev": 10.179, "de_lowest_kcal_mol": 46.5}


(10)
{"formula": "C4H9OPS", "method": "ωB97M-V with the def2-TZVPD basis set", "species": ["C", "C", "C", "C", "O", "P", "S", "H", "H", "H", "H", "H", "H", "H", "H", "H"], "coordinates": [[-0.721, 0.559, 0.241], [-0.486, -0.892, 0.273], [0.337, 1.460, 0.812], [0.748, -1.427, -0.533], [2.963, 0.594, 0.077], [1.953, 1.636, -0.290], [2.258, -1.906, 0.294], [-0.913, 0.849, -0.816], [-1.700, 0.657, 0.646], [-0.365, -1.102, 1.359], [-1.362, -1.497, 0.041], [-0.264, 2.486, 1.011], [0.708, 1.075, 1.726], [0.475, -2.376, -1.092], [0.961, -0.765, -1.439], [1.503, 1.699, -1.774]], "e_tot_ha": -972.4756, "e_homo_ev": [-8.781, -8.363], "homo_lumo_gap_ev": [7.401, 7.423], "de_lowest_kcal_mol": 93.2}


(11)
{"formula": "C4H9OS", "method": "ωB97M-V with the def2-TZVPD basis set", "species": ["C", "O", "C", "C", "C", "S", "H", "H", "H", "H", "H", "H", "H", "H", "H"], "coordinates": [[1.854, 0.120, -1.295], [2.534, -0.786, -1.964], [0.546, -0.439, -0.559], [-0.197, 0.640, 0.231], [-1.240, 0.146, 1.249], [-2.555, -0.746, 0.352], [1.513, 1.050, -1.857], [2.347, 0.663, -0.447], [-0.078, -0.988, -1.261], [0.996, -1.144, 0.155], [0.512, 1.288, 0.750], [-0.778, 1.222, -0.497], [-1.733, 0.994, 1.743], [-0.793, -0.428, 2.060], [-2.929, -1.592, 1.339]], "charge": -1, "e_tot_ha": -631.2038, "e_homo_ev": -2.231, "smiles": "[O-]CCCCS", "homo_lumo_gap_ev": 5.258, "de_lowest_kcal_mol": 33.5}


(12)
{"formula": "C4H9S", "method": "ωB97M-V with the def2-TZVPD basis set", "species": ["C", "S", "H", "H", "H", "C", "C", "C", "H", "H", "H", "H", "H", "H"], "coordinates": [[2.629, 0.310, 2.209], [0.876, 0.204, 1.938], [2.886, -0.165, 3.152], [3.287, -0.016, 1.399], [2.896, 1.372, 2.328], [-1.361, -1.132, -0.527], [-1.566, -0.167, -1.676], [-1.245, 1.118, -1.792], [-0.654, -1.917, -0.797], [-1.162, -0.526, 0.357], [-2.236, -1.730, -0.223], [-1.943, -0.739, -2.523], [-1.748, 1.581, -2.643], [-0.657, 1.807, -1.202]], "multiplicity": 2, "e_tot_ha": -555.8872, "e_homo_ev": [-9.250, -8.883], "homo_lumo_gap_ev": [10.227, 7.006], "de_lowest_kcal_mol": 12.2}